A molecular structure, C24H33Cl2N4O3Zn. Source: OMol25; level of theory: ωB97M-V with the def2-TZVPD basis set.

Geometry as XYZ:
```
67
Properties=species:S:1:pos:R:3:forces:R:3
O -1.216 -0.329 0.543 -2.165 0.253 1.018
C -2.391 -0.958 0.117 1.503 0.041 -0.160
C -2.696 -2.181 0.950 -0.151 -0.226 0.124
C -1.721 -2.770 1.748 -0.016 0.184 0.104
H -0.747 -2.305 1.788 0.013 -0.045 -0.220
C -1.995 -3.914 2.483 -0.188 -0.040 -0.018
H -1.219 -4.367 3.088 0.041 0.001 0.005
C -3.261 -4.483 2.443 0.049 -0.012 0.020
H -3.479 -5.376 3.015 -0.023 -0.053 0.031
C -4.250 -3.890 1.667 -0.018 0.039 -0.034
H -5.243 -4.319 1.636 -0.070 -0.037 0.001
C -3.966 -2.752 0.927 0.029 -0.068 0.118
H -4.737 -2.295 0.320 -0.038 0.013 -0.084
H -3.242 -0.277 0.224 -0.397 0.195 0.086
C -2.379 -0.025 -2.211 -0.650 0.854 0.013
C -2.240 -1.252 -1.370 -3.292 -1.109 0.812
H -2.716 -0.230 -3.224 0.027 -0.109 -0.182
H -1.433 0.512 -2.258 -0.760 -0.018 -0.203
H -3.097 0.663 -1.757 -0.446 0.019 0.107
C -1.972 -2.478 -1.823 -2.769 -0.846 0.730
C -1.754 -2.904 -3.236 -0.264 -0.149 -0.717
H -1.922 -3.283 -1.097 0.072 -0.001 0.094
H -2.477 -3.638 -3.580 -0.416 -0.319 0.119
H -0.760 -3.338 -3.362 -0.181 -0.061 0.070
H -1.799 -2.049 -3.916 -0.084 -0.221 0.015
Zn 0.426 -0.126 -0.340 -0.114 -1.656 -0.825
Cl 1.457 -2.003 0.557 1.056 -1.309 0.310
Cl -0.114 -1.207 -2.317 7.622 1.435 -2.349
C 2.905 -0.320 -1.881 -1.084 0.384 1.324
O 2.277 0.454 -1.140 1.431 0.129 -1.557
N 4.117 -0.047 -2.372 0.667 0.383 -0.287
C 4.618 1.310 -2.439 0.062 -0.319 0.263
C 4.985 -1.105 -2.840 -0.306 0.137 -0.354
H 2.489 -1.282 -2.176 -0.120 -0.226 0.297
H 3.900 1.971 -1.968 -0.088 0.034 0.058
H 4.761 1.611 -3.477 0.029 0.002 -0.130
H 5.573 1.385 -1.920 0.098 0.093 0.069
H 4.560 -2.070 -2.583 -0.070 -0.049 0.042
H 5.970 -1.025 -2.380 0.009 0.032 0.103
H 5.104 -1.054 -3.923 0.123 -0.042 -0.154
H -0.325 4.840 -2.359 0.050 0.100 -0.084
H -1.564 5.559 -0.030 0.037 0.103 0.064
C -1.099 4.073 -2.309 0.151 0.003 -0.021
C -2.092 4.609 -0.107 0.027 -0.221 -0.299
N -1.345 3.689 -0.936 -0.356 0.450 -0.289
H -0.780 3.208 -2.881 0.105 -0.125 0.091
C -0.967 2.493 -0.484 0.963 -1.583 -0.723
O -0.248 1.710 -1.127 -0.759 2.377 0.334
H -2.207 4.179 0.881 -0.055 -0.008 0.174
H -1.352 2.223 0.499 0.033 -0.184 0.299
H -2.011 4.460 -2.763 -0.118 0.093 0.073
H -3.077 4.793 -0.539 -0.083 0.041 0.041
N 2.074 2.655 2.227 0.513 2.076 -1.439
C 1.568 2.108 1.104 -0.994 -1.942 -0.891
N 1.085 0.842 1.281 1.748 4.661 0.293
C 1.337 0.607 2.602 -0.417 -1.341 0.189
C 1.128 -0.537 3.382 0.399 0.136 1.691
C 1.550 -0.522 4.725 -0.150 0.598 -1.142
C 2.168 0.621 5.271 -0.002 0.591 -0.766
C 2.366 1.761 4.478 -0.096 -0.963 0.917
C 1.940 1.708 3.154 0.875 -0.173 3.506
H 2.509 3.599 2.333 -0.704 -1.605 -0.206
H 1.587 2.633 0.161 -0.056 -0.211 0.031
H 0.680 -1.425 3.004 -0.212 -0.241 -0.511
H 1.411 -1.400 5.341 -0.036 -0.009 -0.055
H 2.500 0.617 6.300 0.008 0.032 0.032
H 2.852 2.642 4.878 0.006 0.032 0.026
```
Forces are in eV/Å.

Properties
- Max |F|: 8.1 eV/Å
- HOMO level: -2.27 eV
- Energy above the lowest of the compared OMol25 structures with the same formula, charge and spin: 77.0 kcal/mol
- Total charge: -1
- Lowest unoccupied orbital energy: 2.0 eV
- Orbital gap: 4.25 eV
- Electronic energy: -4078.81265 hartree
- Multiplicity: 1

Results of the natural (NBO) charge analysis, in e, for atoms 1 through 6: O -1.07; C 0.06; C -0.02; C -0.15; H 0.24; C -0.24


8 unconnected molecules or ions with the total composition C50H96B2F6N3O15S. Source: OMol25; level of theory: ωB97M-V with the def2-TZVPD basis set.

Geometry as XYZ:
```
173
Properties=species:S:1:pos:R:3:forces:R:3
C 2.842 5.873 0.305 0.121 0.185 -0.287
C 3.315 5.815 -1.197 0.191 -0.764 1.320
C 3.062 4.353 -1.746 -0.264 0.961 0.178
C 2.142 4.329 -3.030 1.784 0.573 -0.035
C 2.611 3.180 -3.980 -0.437 -1.229 0.608
C 1.504 2.117 -4.387 0.480 1.224 -1.142
C 0.756 1.664 -3.093 1.549 2.121 -0.197
N 0.021 0.345 -3.052 0.208 -1.187 -1.611
C -1.126 0.437 -4.017 -2.663 0.037 -2.060
C -2.433 1.200 -3.713 -0.753 0.727 -0.150
C -2.417 2.757 -3.899 -0.607 0.373 -0.341
C -3.779 3.226 -4.525 0.174 -0.038 0.414
C 0.933 -0.642 -3.759 1.817 -1.945 -0.765
F 0.400 -1.927 -3.827 -0.968 0.997 0.996
C 2.315 -0.782 -3.072 0.208 0.604 -1.347
B 3.176 -2.076 -3.583 0.504 -1.888 0.047
O 3.016 -2.635 -4.855 0.239 1.557 0.362
O 4.146 -2.649 -2.779 -0.567 1.345 -0.530
C 5.375 -1.902 -2.947 1.156 0.049 1.527
C 5.986 -1.518 -1.544 -0.175 0.463 -0.505
O 2.256 -0.599 -1.658 -1.180 -0.344 -0.749
C 1.035 -0.915 -1.024 1.900 2.902 1.120
N 1.372 -0.422 0.303 -1.554 0.111 -0.791
S 1.103 -2.743 -0.730 5.029 -4.751 -1.586
O 2.489 -2.926 -0.303 -1.015 2.016 1.466
O 0.997 -3.722 -1.791 -2.648 1.322 -0.515
C 0.219 -3.496 0.733 -0.367 -2.549 1.194
F -1.066 -3.818 0.514 0.127 1.343 0.113
F 0.811 -4.697 0.849 0.287 0.628 -0.610
F 0.432 -2.917 1.913 -0.726 0.781 -0.678
C -0.247 -0.143 -1.639 -0.018 -0.801 2.656
B -0.624 1.215 -0.735 0.359 3.378 0.178
O -1.895 1.782 -0.783 0.511 -1.748 -1.216
C 0.339 2.208 0.059 0.706 -0.137 0.221
C -0.032 2.050 1.601 -0.029 0.891 -0.678
N -1.409 -1.005 -1.407 1.232 -1.810 0.784
C -2.026 -1.983 -2.235 -0.310 -2.143 -0.957
O -2.950 -1.752 -2.894 -1.934 1.727 -1.521
F -1.717 -3.310 -2.259 1.509 1.261 1.516
C -2.111 -1.005 -0.157 -0.467 1.074 0.283
O -3.238 -0.756 -0.150 -2.821 -0.001 -0.160
F -1.575 -1.204 1.075 1.931 -0.045 -1.275
H 1.866 5.359 0.439 0.465 0.423 -0.084
H 2.758 6.912 0.678 0.006 -0.545 -0.201
H 3.581 5.352 0.955 -0.504 0.272 -0.462
H 4.413 5.991 -1.148 -0.734 0.072 -0.412
H 2.855 6.605 -1.818 0.122 -0.492 0.320
H 2.608 3.777 -0.912 0.236 0.115 -0.603
H 4.061 3.912 -1.937 -0.691 0.047 -0.230
H 2.369 5.292 -3.543 -0.426 -0.645 0.202
H 1.066 4.363 -2.775 0.497 -0.231 -0.132
H 3.130 3.555 -4.886 -0.604 -0.165 0.451
H 3.382 2.573 -3.442 -0.415 0.516 -0.284
H 0.839 2.662 -5.098 0.087 -0.718 0.503
H 2.067 1.379 -4.983 -0.546 -0.021 0.428
H 0.068 2.530 -2.980 -0.048 -1.153 0.620
H 1.568 1.724 -2.335 -1.053 -0.560 0.010
H -0.760 0.883 -4.973 0.420 -0.019 1.040
H -1.469 -0.549 -4.404 0.751 0.258 1.078
H -2.980 0.877 -2.801 0.744 0.296 -0.386
H -3.147 0.883 -4.515 0.852 -0.205 0.390
H -2.294 3.328 -2.954 0.109 -0.399 -0.400
H -1.622 3.112 -4.595 -0.199 -0.496 0.442
H -3.773 4.319 -4.776 -0.119 -0.992 0.349
H -4.585 3.000 -3.792 0.350 0.367 -0.491
H -4.016 2.639 -5.436 0.258 0.398 0.391
H 0.993 -0.413 -4.841 0.165 0.656 0.944
H 2.946 0.060 -3.470 -0.465 -0.366 0.538
H 3.218 -1.984 -5.550 -0.432 -0.501 -0.017
H 5.220 -0.945 -3.496 0.048 -0.659 -0.069
H 6.139 -2.528 -3.451 -0.814 0.313 -0.169
H 5.453 -2.018 -0.712 0.363 0.050 -0.594
H 7.073 -1.748 -1.534 -0.751 0.049 0.169
H 5.896 -0.422 -1.385 0.051 -0.614 0.040
H 0.696 -0.637 1.023 0.376 -0.131 0.259
H 2.352 -0.547 0.521 -0.205 -0.387 0.122
H -1.832 2.725 -0.997 -0.121 -0.125 0.769
H 0.148 3.288 -0.171 -0.136 -0.782 -0.172
H 1.421 2.069 -0.129 -0.609 -0.116 0.402
H -0.345 1.025 1.867 0.408 0.566 0.047
H 0.815 2.434 2.201 -0.454 -0.628 -0.098
H -0.890 2.726 1.814 0.446 -0.605 -0.087
C -4.752 -5.315 0.483 0.086 0.124 0.232
C -3.771 -6.032 -0.429 0.007 0.072 -0.290
C -3.951 -7.479 -0.006 0.084 -0.185 0.231
O -5.309 -7.616 0.426 0.118 0.252 -0.069
C -5.893 -6.315 0.561 -0.197 -0.113 -0.150
H -5.066 -4.338 0.112 -0.035 -0.038 -0.002
H -4.306 -5.177 1.473 -0.036 0.012 -0.017
H -4.075 -5.906 -1.473 0.036 -0.012 0.015
H -2.742 -5.685 -0.330 -0.013 -0.057 -0.001
H -3.302 -7.731 0.839 0.082 0.007 -0.060
H -3.753 -8.180 -0.818 -0.064 -0.039 0.058
H -6.600 -6.175 -0.264 -0.029 0.093 0.038
H -6.442 -6.256 1.502 0.008 -0.107 -0.020
C 8.490 -0.962 3.445 -0.246 0.037 0.141
C 8.803 -2.263 2.725 0.255 -0.107 -0.007
C 8.211 -2.009 1.349 -0.205 0.043 -0.087
O 8.312 -0.599 1.110 -0.020 -0.106 0.155
C 8.663 0.060 2.334 0.213 0.101 -0.110
H 9.133 -0.769 4.303 -0.007 0.009 -0.042
H 7.452 -0.968 3.789 0.038 0.028 0.025
H 9.885 -2.394 2.648 -0.040 -0.031 -0.004
H 8.387 -3.145 3.210 -0.008 0.027 -0.033
H 7.150 -2.280 1.315 0.020 -0.120 0.015
H 8.734 -2.552 0.560 -0.020 0.084 -0.039
H 9.706 0.386 2.254 -0.014 0.047 0.079
H 8.033 0.940 2.470 -0.011 -0.021 -0.100
C -4.674 9.007 -5.628 -0.152 0.046 -0.243
C -5.236 9.037 -4.217 0.149 0.096 0.230
C -5.600 7.580 -3.994 -0.221 -0.159 -0.044
O -4.675 6.799 -4.764 0.048 0.207 -0.022
C -3.956 7.669 -5.650 0.196 -0.109 0.080
H -4.017 9.845 -5.857 -0.002 -0.041 0.011
H -5.492 9.005 -6.353 0.053 0.011 -0.003
H -4.456 9.340 -3.513 -0.051 0.008 0.002
H -6.084 9.710 -4.096 0.010 -0.046 -0.008
H -6.610 7.361 -4.358 -0.027 0.045 0.067
H -5.539 7.288 -2.944 0.038 -0.084 -0.052
H -2.932 7.762 -5.274 0.028 0.061 -0.076
H -3.922 7.227 -6.648 -0.027 -0.082 0.059
C -5.720 -8.879 -2.921 0.288 -0.016 0.103
C -6.428 -7.829 -3.760 -0.207 0.142 0.081
C -6.691 -8.586 -5.051 0.104 -0.128 -0.192
O -6.855 -9.962 -4.696 0.096 0.202 0.142
C -6.443 -10.149 -3.336 -0.239 -0.097 0.002
H -5.771 -8.692 -1.848 -0.055 -0.026 -0.025
H -4.666 -8.937 -3.210 -0.024 -0.016 0.004
H -7.375 -7.553 -3.288 0.028 0.015 -0.025
H -5.845 -6.919 -3.910 -0.005 -0.030 -0.029
H -5.838 -8.513 -5.736 -0.015 0.104 -0.018
H -7.584 -8.234 -5.571 -0.002 -0.102 -0.014
H -7.341 -10.310 -2.731 0.063 -0.019 0.083
H -5.812 -11.036 -3.263 -0.053 -0.013 -0.093
C 2.442 -2.322 4.459 0.127 -0.238 -0.078
C 2.035 -2.029 5.892 -0.249 0.118 0.076
C 3.186 -1.161 6.371 0.216 -0.008 0.093
O 3.669 -0.449 5.223 -0.170 -0.181 -0.078
C 3.093 -1.014 4.044 -0.027 0.235 0.019
H 1.611 -2.605 3.816 0.066 0.013 0.080
H 3.179 -3.129 4.439 -0.033 0.018 -0.047
H 1.103 -1.456 5.904 0.042 -0.007 0.011
H 1.892 -2.922 6.501 0.041 0.023 -0.011
H 4.008 -1.769 6.761 -0.052 -0.020 0.066
H 2.884 -0.450 7.142 0.063 0.069 -0.074
H 2.348 -0.304 3.659 -0.046 -0.027 -0.076
H 3.868 -1.150 3.287 0.051 0.056 0.051
C -2.132 -0.862 4.882 0.136 -0.229 -0.142
C -2.481 -0.636 6.343 -0.241 0.101 0.106
C -1.315 0.217 6.815 0.226 -0.029 0.074
O -0.881 0.985 5.683 -0.162 -0.407 -0.101
C -1.505 0.470 4.504 -0.146 0.217 0.100
H -2.989 -1.121 4.260 0.018 0.030 0.014
H -1.392 -1.663 4.796 -0.025 0.012 -0.023
H -3.413 -0.071 6.419 0.025 -0.033 0.027
H -2.594 -1.557 6.916 0.032 0.031 -0.011
H -0.475 -0.404 7.143 -0.060 -0.014 0.096
H -1.590 0.889 7.629 0.065 0.067 -0.067
H -2.266 1.191 4.183 -0.012 -0.052 -0.120
H -0.762 0.373 3.712 0.087 0.019 0.113
C 0.606 4.529 8.874 -0.210 0.030 0.172
C 0.880 3.244 8.111 0.255 -0.089 -0.049
C 0.213 3.525 6.775 -0.175 0.162 -0.073
O 0.301 4.941 6.561 0.075 -0.087 0.243
C 0.717 5.574 7.777 0.172 0.098 -0.168
H 1.294 4.705 9.700 -0.010 0.013 -0.037
H -0.412 4.514 9.275 0.040 0.024 0.012
H 1.957 3.117 7.972 -0.034 -0.035 0.007
H 0.492 2.350 8.600 -0.009 0.023 -0.022
H -0.846 3.252 6.793 0.040 -0.095 -0.033
H 0.692 3.000 5.949 -0.073 0.075 -0.034
H 1.754 5.904 7.647 -0.003 0.051 0.098
H 0.095 6.451 7.965 -0.009 -0.015 -0.094
```
Forces are in eV/Å.

Properties
- Max |F|: 7.1 eV/Å
- HOMO level: -10.37 eV
- Total charge: +1
- Lowest unoccupied orbital energy: -3.5 eV
- Orbital gap: 6.86 eV
- Electronic energy: -4302.21575 hartree
- Multiplicity: 1

Results of the Löwdin charge analysis, in e, for atoms 1 through 6: C -0.12; C -0.23; C -0.20; C -0.18; C -0.17; C -0.16